{
  "formula": "C19H31F5N2O8S3",
  "method": "ωB97M-V/def2-TZVPD",
  "elements": ["O", "S", "O", "C", "C", "C", "C", "C", "C", "C", "S", "C", "N", "N", "C", "O", "O", "S", "O", "O", "C", "F", "F", "C", "F", "F", "F", "H", "H", "H", "H", "H", "H", "H", "H", "H", "H", "H", "H", "H", "H", "H", "C", "C", "C", "O", "C", "H", "H", "H", "H", "H", "H", "H", "H", "C", "C", "C", "O", "C", "H", "H", "H", "H", "H", "H", "H", "H"],
  "coordinates": [[-5.61, 3.58, -0.21], [-4.63, 2.57, -0.02], [-3.26, 3.32, 0.19], [-2.14, 2.48, 0.63], [-0.89, 2.89, -0.12], [0.39, 2.31, 0.47], [0.52, 0.79, 0.39], [-0.28, -0.01, 1.44], [0.43, -1.30, 1.83], [-0.43, -2.18, 2.76], [0.68, -2.89, 4.00], [-0.39, -4.02, 4.77], [-0.28, -5.29, 4.87], [-1.37, -5.73, 5.61], [-2.05, -4.69, 5.88], [-1.51, -3.56, 5.40], [-4.33, 2.07, -1.73], [-3.75, 0.65, -2.01], [-2.35, 0.74, -2.27], [-4.27, -0.30, -1.08], [-4.61, 0.35, -3.63], [-4.88, -0.97, -3.67], [-5.75, 1.04, -3.68], [-3.74, 0.73, -4.86], [-2.71, -0.12, -4.97], [-3.29, 1.98, -4.73], [-4.50, 0.65, -5.97], [-2.39, 1.43, 0.47], [-2.03, 2.63, 1.71], [-0.85, 3.99, -0.08], [-0.99, 2.62, -1.17], [1.22, 2.74, -0.11], [0.54, 2.65, 1.50], [0.27, 0.44, -0.61], [1.58, 0.54, 0.54], [-1.27, -0.25, 1.05], [-0.41, 0.62, 2.33], [0.68, -1.86, 0.93], [1.36, -1.03, 2.34], [-1.21, -1.61, 3.25], [-0.90, -3.00, 2.20], [-2.97, -4.61, 6.42], [0.53, 0.51, -6.40], [0.97, 0.00, -7.77], [2.30, -0.66, -7.44], [2.18, -1.15, -6.10], [1.01, -0.61, -5.49], [-0.54, 0.69, -6.32], [1.05, 1.44, -6.16], [0.26, -0.74, -8.14], [1.06, 0.79, -8.52], [3.12, 0.07, -7.48], [2.54, -1.49, -8.10], [0.25, -1.40, -5.41], [1.26, -0.27, -4.48], [4.68, 1.05, 5.75], [4.23, -0.36, 6.13], [3.47, -0.79, 4.87], [4.11, -0.13, 3.78], [5.00, 0.88, 4.27], [5.53, 1.41, 6.32], [3.86, 1.76, 5.87], [5.09, -1.00, 6.29], [3.61, -0.39, 7.02], [2.43, -0.47, 4.91], [3.50, -1.86, 4.70], [6.04, 0.54, 4.13], [4.86, 1.79, 3.69]],
  "mulliken_charge": [-0.48, 0.82, -0.32, -0.21, -0.32, -1.05, -0.53, -0.36, -0.63, -0.81, -0.08, 0.37, -0.27, -0.38, 0.05, -0.25, -0.32, 1.19, -0.51, -0.61, 0.38, -0.23, -0.23, 0.70, -0.22, -0.24, -0.26, 0.11, 0.42, 0.36, 0.08, 0.35, 0.37, 0.18, 0.51, 0.20, 0.34, 0.35, 0.17, 0.47, 0.46, 0.41, -0.23, -0.58, -0.45, -0.43, -0.25, 0.08, 0.28, 0.27, 0.35, 0.26, 0.28, 0.22, 0.20, -0.53, -0.58, -0.13, -0.42, -0.47, 0.35, 0.26, 0.27, 0.34, 0.13, 0.25, 0.27, 0.27],
  "multiplicity": 1,
  "energy_ev": -85656.016,
  "max_force_ev_per_a": 0.632
}

{
  "formula": "C19H31F9N5O9S2",
  "method": "ωB97M-V/def2-TZVPD",
  "elements": ["C", "C", "O", "N", "C", "C", "O", "S", "O", "O", "N", "S", "O", "O", "C", "C", "C", "F", "F", "C", "F", "F", "C", "F", "F", "C", "F", "F", "F", "H", "H", "H", "H", "H", "H", "H", "H", "H", "H", "C", "O", "N", "C", "C", "H", "H", "H", "H", "H", "H", "H", "C", "O", "N", "C", "C", "H", "H", "H", "H", "H", "H", "H", "C", "O", "N", "C", "C", "H", "H", "H", "H", "H", "H", "H"],
  "coordinates": [[4.45, 0.22, 0.30], [3.95, 1.42, -0.47], [4.63, 1.95, -1.30], [2.66, 1.91, -0.15], [1.83, 0.97, 0.60], [1.46, 1.41, 1.99], [1.54, -0.10, 0.14], [1.85, 2.70, -1.48], [2.41, 4.02, -1.50], [2.05, 1.86, -2.63], [0.32, 2.62, -1.06], [-0.35, 3.96, -0.49], [-0.48, 5.04, -1.45], [0.14, 4.34, 0.83], [-2.04, 3.40, -0.26], [-2.14, 2.18, 0.67], [-3.07, 1.07, 0.18], [-4.13, 0.95, 1.04], [-3.60, 1.31, -1.06], [-2.36, -0.30, 0.10], [-1.23, -0.20, -0.60], [-2.03, -0.64, 1.38], [-3.21, -1.47, -0.49], [-2.88, -2.61, 0.17], [-4.53, -1.28, -0.32], [-2.94, -1.76, -2.01], [-4.04, -2.36, -2.51], [-1.93, -2.60, -2.15], [-2.72, -0.67, -2.71], [4.42, -0.67, -0.33], [5.51, 0.40, 0.53], [3.93, 0.06, 1.24], [0.38, 1.47, 2.06], [1.89, 0.74, 2.73], [1.85, 2.40, 2.18], [-2.44, 3.22, -1.25], [-2.51, 4.27, 0.22], [-2.54, 2.51, 1.63], [-1.14, 1.80, 0.87], [-9.14, -3.44, -2.06], [-10.08, -3.90, -1.44], [-7.95, -4.06, -2.21], [-6.85, -3.48, -2.96], [-7.78, -5.37, -1.59], [-9.17, -2.46, -2.56], [-6.59, -4.13, -3.79], [-5.99, -3.36, -2.31], [-7.15, -2.51, -3.35], [-8.51, -6.07, -1.99], [-7.92, -5.30, -0.52], [-6.77, -5.73, -1.81], [5.99, -0.96, -3.03], [6.13, -0.69, -1.86], [6.63, -1.97, -3.67], [6.41, -2.24, -5.08], [7.55, -2.79, -2.92], [5.30, -0.39, -3.68], [6.03, -3.26, -5.22], [7.35, -2.15, -5.63], [5.69, -1.54, -5.48], [7.04, -3.28, -2.09], [8.35, -2.17, -2.50], [7.98, -3.55, -3.57], [1.81, 3.54, 5.22], [1.93, 3.17, 4.08], [1.72, 2.71, 6.29], [1.57, 3.20, 7.64], [1.77, 1.28, 6.04], [1.76, 4.61, 5.50], [2.41, 2.86, 8.26], [0.64, 2.83, 8.08], [1.55, 4.28, 7.64], [2.71, 1.01, 5.55], [0.95, 0.98, 5.38], [1.68, 0.75, 6.98]],
  "mulliken_charge": [-0.99, 0.68, -0.58, 0.34, 0.67, -1.27, -0.67, 1.14, -0.66, -0.72, -0.26, 1.09, -0.69, -0.64, -0.98, -0.14, 1.23, -0.36, -0.35, 0.61, -0.26, -0.36, 0.49, -0.33, -0.30, 0.60, -0.26, -0.26, -0.21, 0.18, 0.41, 0.33, 0.25, 0.41, 0.43, 0.40, 0.38, 0.51, -0.86, 0.14, -0.60, 0.14, -0.93, -0.95, 0.26, 0.32, 0.38, 0.29, 0.31, 0.30, 0.37, 0.19, -0.61, 0.13, -0.92, -0.96, 0.26, 0.34, 0.33, 0.30, 0.28, 0.28, 0.38, 0.05, -0.54, 0.13, -0.93, -0.88, 0.25, 0.33, 0.33, 0.28, 0.28, 0.26, 0.38],
  "multiplicity": 1,
  "energy_ev": -92213.298,
  "max_force_ev_per_a": 1.004,
  "total_charge": -1
}

{
  "formula": "C19H31F9OP2Sn",
  "method": "ωB97M-V/def2-TZVPD",
  "elements": ["P", "P", "C", "C", "H", "H", "H", "H", "C", "H", "H", "H", "C", "H", "H", "H", "C", "H", "H", "H", "C", "H", "H", "H", "Sn", "C", "C", "C", "C", "C", "C", "C", "C", "C", "H", "H", "H", "H", "H", "H", "H", "H", "H", "H", "H", "H", "H", "H", "H", "F", "C", "F", "F", "C", "O", "C", "F", "F", "F", "C", "F", "F", "F"],
  "coordinates": [[0.28, -1.95, -2.26], [0.44, 1.99, -1.69], [0.11, -0.43, -3.23], [1.07, 0.73, -2.87], [-0.95, -0.11, -3.13], [0.26, -0.70, -4.28], [2.04, 0.38, -2.48], [1.26, 1.30, -3.80], [0.15, 3.45, -2.81], [-0.23, 4.30, -2.24], [-0.56, 3.21, -3.63], [1.12, 3.72, -3.26], [1.75, 2.62, -0.66], [2.31, 3.39, -1.21], [2.48, 1.82, -0.39], [1.35, 3.06, 0.26], [-0.36, -3.19, -3.41], [-0.56, -4.12, -2.88], [0.40, -3.36, -4.18], [-1.29, -2.84, -3.88], [1.96, -2.31, -1.83], [2.56, -1.41, -1.68], [2.39, -2.87, -2.67], [2.02, -2.93, -0.93], [2.43, -0.06, 1.31], [-1.56, 1.53, -1.26], [-2.44, 0.95, -2.20], [-3.73, 0.41, -1.69], [-3.65, -0.98, -0.97], [-2.58, -1.83, -1.51], [-1.25, -1.83, -1.04], [-0.66, -0.63, -0.15], [-1.38, 0.70, 0.05], [1.88, -2.07, 2.00], [-1.78, 2.59, -1.04], [-2.43, 1.26, -3.25], [-4.40, 0.27, -2.55], [-4.21, 1.13, -1.01], [-3.49, -0.84, 0.11], [-4.61, -1.51, -1.09], [-2.87, -2.66, -2.15], [-0.96, -2.77, -0.54], [0.33, -0.33, -0.59], [-0.40, -1.06, 0.84], [-2.33, 0.55, 0.55], [-0.79, 1.29, 0.79], [2.69, -2.42, 2.66], [1.74, -2.75, 1.13], [0.96, -2.01, 2.59], [0.04, 2.74, 4.21], [-0.14, 1.45, 4.56], [-0.70, 1.42, 5.80], [-1.03, 0.93, 3.67], [1.21, 0.66, 4.45], [1.51, 0.63, 3.09], [2.43, 1.32, 5.21], [2.36, 1.21, 6.56], [3.58, 0.73, 4.78], [2.53, 2.63, 4.90], [0.98, -0.76, 5.09], [0.67, -0.73, 6.41], [-0.03, -1.42, 4.46], [2.09, -1.54, 4.95]],
  "mulliken_charge": [1.11, 1.12, -0.62, -0.95, -0.24, 0.76, 0.37, 0.62, -1.56, 0.43, 0.36, 0.49, -1.04, 0.45, 0.00, 0.34, -1.65, 0.41, 0.47, 0.44, -1.10, 0.24, 0.41, 0.23, 0.98, 0.27, -1.26, -1.12, -0.83, -1.10, 0.06, 0.73, -1.63, -1.31, 0.66, 0.49, 0.40, 0.27, 0.24, 0.47, 0.42, 0.69, -1.13, 0.34, 0.69, 0.29, 0.46, 0.23, 0.27, -0.24, 0.51, -0.27, -0.19, 0.63, -0.65, 0.47, -0.25, -0.23, -0.24, 0.46, -0.24, -0.23, -0.23],
  "multiplicity": 1,
  "energy_ev": -71111.589,
  "max_force_ev_per_a": 3.349,
  "relative_energy_kcal_mol": 161.5
}